1.
DFT (ωB97M-V with the def2-TZVPD basis set) results for a cluster of 2 separate species, C7H7Br2O5 in total in a non-equilibrium geometry.

CARTESIAN COORDINATES (ANGSTROEM)
C: -1.97989 0.95237 0.77657
C: -0.68538 1.09522 0.45718
C: 1.70653 0.37996 -0.03307
C: -1.19236 -0.73032 -1.46728
C: 0.26920 -0.06435 0.35469
C: -2.47793 -0.35840 1.00530
C: -0.13106 -1.04213 -0.74370
O: 2.62844 -0.49335 0.06392
O: 1.90855 1.50618 -0.51356
O: -0.38943 2.29920 0.05405
O: -1.99887 -1.42805 1.27025
O: 0.57457 -2.13288 -0.75755
Br: -4.50465 -0.27288 0.75198
Br: 5.46156 -0.32111 0.80475
H: -2.63341 1.77848 0.77992
H: -1.34192 -1.30244 -2.32519
H: -1.71087 0.28156 -1.37290
H: 0.47834 -0.45106 1.34745
H: 0.53418 2.38760 -0.24526
H: 1.48298 -1.86366 -0.42274
H: 4.00140 -0.21994 0.21517

The calculation puts the LUMO energy at 0.1033 Eh. As for the multiplicity: 1. Its maximum force is 3.4 eV Å⁻¹. For the total energy, the calculation gives -157697.0167 eV. The molar mass is 330.9 g mol⁻¹. Its energy relative to the best compared isomer or geometry (same formula, charge and spin) is 0.00 kcal per mole. As for the net charge: -1. Its highest occupied orbital energy is -6.008 eV.

Here are the Löwdin charges for atoms 1 to 5, given in e:
1. C -0.1381
2. C -0.2939
3. C -0.5413
4. C 0.0732
5. C -0.0718

---

2.
DFT (ωB97M-V with the def2-TZVPD basis set) results for the ion C7H7BrN3O with charge +1 in a non-equilibrium geometry.

CARTESIAN COORDINATES (ANGSTROEM)
C: 0.25007 -4.59379 -0.11038
N: 0.21565 -3.32458 -0.19135
C: -0.01577 -2.15725 -0.37143
C: -0.46790 -0.89411 -0.50702
N: -1.35750 -0.55452 -1.46898
C: -1.85182 0.65654 -1.48502
C: -1.27555 1.76098 -0.78601
Br: -1.86548 3.49843 -1.09276
C: -0.31938 1.47303 0.19176
N: 0.43475 2.38319 0.75872
C: 1.64839 2.04250 1.50826
O: 0.12008 0.14139 0.33971
H: -0.19177 -5.31943 -0.77434
H: 1.06183 -5.04143 0.57369
H: -2.81552 0.85001 -2.11088
H: 0.38688 3.26846 0.44924
H: 2.21318 3.03363 1.68763
H: 1.41760 1.49089 2.41977
H: 2.41226 1.28605 0.96940

The calculation puts the LUMO energy (spin up / spin down) at -0.1816 / -0.1817 Eh. As for the multiplicity: 1. Its maximum force is 5.1 eV Å⁻¹. The SMILES is C=[N+]=C=C1N=CC(Br)=C(NC)O1. For the total energy, the calculation gives -83921.8016 eV. The molar mass is 229.1 g mol⁻¹. Its energy relative to the best compared isomer or geometry (same formula, charge and spin) is 0.00 kcal per mole. As for the net charge: +1. Its highest occupied orbital energy (spin up / spin down) is -11.793 / -11.794 eV.

Here are the Löwdin charges for atoms 1 to 5, given in e:
1. C 0.1000
2. N 0.0757
3. C 0.1247
4. C -0.1768
5. N 0.1212

---

3.
DFT (ωB97M-V with the def2-TZVPD basis set) results for the molecule C7H7Cl3N2O2.

CARTESIAN COORDINATES (ANGSTROEM)
C: -1.19632 1.52149 -2.27437
N: -0.22200 0.86145 -1.45750
C: 0.16142 1.25470 -0.34208
Cl: -0.45821 2.67406 0.48903
C: 1.24953 0.57270 0.45283
O: 1.72463 -0.66849 -0.09399
N: 0.83816 -1.63435 -0.47375
O: 0.65048 -1.68111 -1.83815
C: -0.20718 -2.02792 0.30650
C: -0.48626 -1.64257 1.57144
Cl: -1.72552 -2.55653 2.39073
C: 0.09617 -0.59659 2.35799
C: 0.87176 0.39566 1.89427
Cl: 1.56658 1.53973 2.98620
H: -1.32637 2.57264 -2.01254
H: -0.86723 1.42201 -3.30860
H: -2.15243 1.01062 -2.16184
H: 2.13425 1.22049 0.38794
H: 0.27148 -0.81772 -2.12341
H: -0.78632 -2.80994 -0.16305
H: -0.13664 -0.61031 3.41232

The calculation puts the LUMO energy at 0.0132 Eh. As for the multiplicity: 1. Its maximum force is 0.8 eV Å⁻¹. The SMILES is C/N=C(\Cl)[C@@H]1ON(O)C=C(Cl)C=C1Cl. For the total energy, the calculation gives -52010.6438 eV. The molar mass is 257.5 g mol⁻¹. Its energy relative to the best compared isomer or geometry (same formula, charge and spin) is 0.00 kcal per mole. As for the net charge: 0. Its highest occupied orbital energy is -8.011 eV.

Here are the Löwdin charges for atoms 1 to 5, given in e:
1. C -0.1019
2. N -0.0173
3. C -0.6250
4. Cl 0.7355
5. C -0.3251

---

4.
DFT (ωB97M-V with the def2-TZVPD basis set) results for a structure of composition C7H7ClF6N2O5Ru in a non-equilibrium geometry.

CARTESIAN COORDINATES (ANGSTROEM)
Ru: 0.77238 -0.12190 -0.03983
O: 3.68478 0.94150 1.86247
Cl: 2.98418 -0.23270 1.71777
O: 3.54708 -1.38530 2.16557
O: 2.70818 -0.34950 0.20197
O: 1.60108 -0.06710 2.15657
N: -0.17742 2.66440 -0.09163
C: 0.25098 3.91770 -0.09303
C: 1.62018 3.89560 -0.44773
C: 1.93018 2.55330 -0.63143
N: 0.83958 1.81330 -0.40683
H: -1.12672 2.33030 0.08977
H: -0.37182 4.76600 0.15247
H: 2.27988 4.74040 -0.54373
H: 2.87488 2.11670 -0.92603
C: -3.15952 -1.66060 -0.35283
C: -1.63802 -1.54800 -0.35813
O: -1.12822 -0.29430 -0.31343
C: -1.02662 -2.28330 0.90117
F: -1.29722 -1.55280 1.96747
F: 0.36178 -2.22730 0.78027
F: -1.39052 -3.51690 1.05087
C: -1.04932 -2.24510 -1.67293
F: -1.21362 -3.53720 -1.68453
F: -1.56722 -1.69580 -2.74013
F: 0.30098 -1.96910 -1.69663
H: -3.55222 -1.19140 0.55167
H: -3.47622 -2.70310 -0.37393
H: -3.58152 -1.15780 -1.22513

The calculation puts the LUMO energy (spin up / spin down) at -0.3789 / -0.4456 Eh. As for the multiplicity: 5. Its maximum force is 3.3 eV Å⁻¹. For the total energy, the calculation gives -51970.3702 eV. The molar mass is 449.7 g mol⁻¹. As for the net charge: +2. Its highest occupied orbital energy (spin up / spin down) is -18.706 / -18.540 eV.

Here are the Löwdin charges for atoms 1 to 5, given in e:
1. Ru 1.7696
2. O -0.1582
3. Cl 0.7335
4. O -0.1122
5. O -0.4196

---

5.
DFT (ωB97M-V with the def2-TZVPD basis set) results for a structure of composition C7H7ClO2 in a non-equilibrium geometry.

CARTESIAN COORDINATES (ANGSTROEM)
C: -0.27194 -1.98453 -0.30841
C: -0.41241 -0.93196 0.41669
C: 3.02722 -0.02772 -0.21806
C: 0.41720 1.17548 -1.08840
C: 0.06992 1.50102 0.99826
C: -0.28582 0.42965 0.03038
C: 1.31062 1.54337 0.08662
O: 2.77592 -0.50667 -1.30909
O: 2.41963 0.91006 0.53602
Cl: 4.58454 -0.32633 0.48745
H: -0.42332 -2.98240 -0.00637
H: 0.31592 -1.80484 -1.31512
H: -0.98646 -1.08666 1.36964
H: 0.86130 0.68258 -1.87728
H: -0.15803 1.97878 -1.44140
H: -0.43950 2.46745 0.80895
H: 0.11101 1.15550 1.96288

The calculation puts the LUMO energy (spin up / spin down) at -0.0089 / -0.0084 Eh. As for the multiplicity: 1. Its maximum force is 5.6 eV Å⁻¹. For the total energy, the calculation gives -23985.0768 eV. The molar mass is 158.6 g mol⁻¹. Its energy relative to the best compared isomer or geometry (same formula, charge and spin) is 109.36 kcal per mole. As for the net charge: 0. Its highest occupied orbital energy (spin up / spin down) is -7.659 / -7.806 eV.

Here are the Löwdin charges for atoms 1 to 5, given in e:
1. C 0.0201
2. C -0.1900
3. C -0.8628
4. C -0.0616
5. C -0.0694

---

6.
DFT (ωB97M-V with the def2-TZVPD basis set) results for the molecule C7H7F in a non-equilibrium geometry.

CARTESIAN COORDINATES (ANGSTROEM)
C: -2.63159 -0.68538 -0.00240
C: -1.48827 -1.13713 -0.04387
C: -0.16755 -1.72195 -0.07967
C: 0.99647 -1.07194 -0.05924
F: 2.09622 -1.79987 0.03566
C: 1.20968 0.33266 -0.01825
C: 0.39360 1.29103 -0.79325
C: 0.37018 1.32310 0.74641
H: -3.62914 -0.36861 0.20620
H: -0.04830 -2.79603 0.03011
H: 2.27083 0.55328 -0.00659
H: -0.56930 0.99044 -1.18908
H: 0.84269 2.09773 -1.35313
H: -0.55327 0.94922 1.17442
H: 0.90775 2.04345 1.35267

The calculation puts the LUMO energy at 0.0403 Eh. As for the multiplicity: 1. Its maximum force is 2.8 eV Å⁻¹. The SMILES is C#C/C=C(/F)C1CC1. For the total energy, the calculation gives -10086.4545 eV. The molar mass is 110.1 g mol⁻¹. Its energy relative to the best compared isomer or geometry (same formula, charge and spin) is 70.28 kcal per mole. As for the net charge: 0. Its highest occupied orbital energy is -8.690 eV.

Here are the Löwdin charges for atoms 1 to 5, given in e:
1. C 0.1150
2. C -0.1392
3. C -0.0416
4. C -0.2978
5. F 0.0954

---

Q: Which value of net charge does entry 6 give?
A: 0

---

Q: Which of these has the lowest net charge?
A: C7H7Br2O5